This record from the Open Molecules 2025 dataset describes an isolated molecule of C4H4O2. The level of theory is ωB97M-V with the def2-TZVPD basis set.

## Properties
SMILES string: C#CCOC=O
Largest force on an atom: 0.061 Eh/bohr
Molar mass: 84.1 g mol⁻¹
Calculated total energy: -8303.800 eV
Net charge: 0
Spin multiplicity: 1
LUMO: 0.0281 hartree
Frontier orbital gap: 10.5 eV
ΔE to the lowest compared entry with this formula, charge and spin: 3.277 eV

Positions of all 10 atoms, in Å:
O  2.3095  -0.1965  1.3461
C  2.0436  0.5001  0.4072
O  0.8280  0.6242  -0.1732
C  -0.2522  -0.1884  0.3300
C  -1.5104  0.0997  -0.2795
C  -2.4778  0.1074  -1.0069
H  2.7734  1.1360  -0.1261
H  -0.6303  -1.1740  -0.1601
H  -0.0827  -0.4168  1.3826
H  -3.0012  -0.4916  -1.7201

Forces on atoms 1 to 6 (eV/Å):
-0.21 0.20 -0.36
-0.07 -0.34 0.19
-0.25 -0.74 -0.39
-0.32 -1.08 -0.09
-1.00 1.90 0.17
0.22 -0.55 0.07